Entry 1:
{"formula": "C27H56IN2O2P", "method": "ωB97M-V/def2-TZVPD", "s_squared": 2.01, "homo_lumo_gap_ev": [8.4, 9.1], "multiplicity": 3, "charge": 0, "e_lumo_ev": [0.61, 0.50], "species": ["C", "C", "C", "C", "C", "C", "P", "C", "I", "C", "C", "H", "H", "H", "H", "H", "H", "H", "H", "H", "H", "H", "H", "H", "H", "H", "H", "H", "H", "H", "H", "C", "C", "C", "C", "C", "C", "N", "O", "C", "C", "C", "H", "H", "H", "H", "H", "H", "H", "H", "H", "H", "H", "H", "H", "H", "H", "H", "H", "H", "C", "C", "C", "C", "C", "C", "N", "O", "C", "C", "C", "H", "H", "H", "H", "H", "H", "H", "H", "H", "H", "H", "H", "H", "H", "H", "H", "H", "H"], "coordinates": [[3.37557, -3.75972, -0.33761], [3.18018, -2.71971, -1.44114], [4.06311, -1.49017, -1.25223], [3.93455, -0.39425, -2.33028], [2.55306, -0.20719, -2.97054], [1.55123, 0.46816, -2.01163], [-0.20823, 0.31683, -2.54461], [-0.81472, -1.15909, -1.55646], [-2.01775, -0.58052, 0.13144], [-1.60398, -2.14803, -2.42199], [-0.69074, -2.88835, -3.39742], [3.11446, -4.76346, -0.67701], [2.75951, -3.53314, 0.53567], [4.41478, -3.78648, 0.00046], [3.38132, -3.16610, -2.42101], [2.13673, -2.40965, -1.46276], [3.87103, -1.06566, -0.25984], [5.10214, -1.83310, -1.22532], [4.20022, 0.56866, -1.87950], [4.67779, -0.56606, -3.11423], [2.15525, -1.15105, -3.35519], [2.67691, 0.43596, -3.84549], [1.75704, 1.54213, -2.01761], [1.70787, 0.13357, -0.98081], [-0.71062, 1.33042, -1.70806], [0.04170, -1.65136, -1.09928], [-2.36746, -1.59561, -2.97641], [-2.12532, -2.86836, -1.78820], [0.01728, -3.52765, -2.86674], [-0.12487, -2.18902, -4.01862], [-1.27868, -3.51907, -4.06634], [4.84078, 5.00640, 1.13487], [4.67541, 3.88789, 0.09069], [6.02298, 3.44950, -0.50115], [6.64378, 4.47579, -1.44139], [5.66844, 4.85763, -2.54961], [4.32458, 5.36699, -2.01290], [3.80387, 4.32721, -1.05586], [3.14579, 3.38085, -1.61379], [4.48322, 6.73613, -1.35165], [3.31514, 5.50298, -3.14640], [3.99962, 2.69573, 0.76151], [4.77052, 4.58139, 2.13554], [5.80455, 5.50981, 1.06002], [4.05711, 5.75511, 1.04844], [5.86445, 2.51551, -1.04955], [6.69875, 3.22425, 0.32856], [6.96295, 5.36355, -0.88840], [7.54760, 4.05365, -1.88449], [6.09487, 5.63215, -3.19268], [5.47718, 3.98309, -3.17875], [3.55328, 7.04236, -0.87119], [4.71563, 7.46325, -2.13054], [5.28230, 6.77800, -0.61750], [3.21965, 4.58103, -3.71218], [3.65055, 6.29690, -3.81603], [2.33152, 5.76842, -2.75796], [3.00430, 2.96465, 1.11754], [4.60724, 2.39762, 1.61782], [3.90282, 1.85115, 0.08522], [-6.10909, -3.97290, 4.91211], [-7.24851, -3.60608, 3.94400], [-7.33213, -4.58323, 2.76157], [-6.19487, -4.43213, 1.75726], [-6.09455, -2.99300, 1.26214], [-5.94233, -1.98120, 2.40512], [-7.06571, -2.22563, 3.37590], [-8.15433, -1.61265, 3.09449], [-4.56602, -2.10882, 3.05770], [-6.08188, -0.55904, 1.87595], [-8.56409, -3.62427, 4.71499], [-6.52263, -4.48020, 5.78331], [-5.37527, -4.64108, 4.46157], [-5.58872, -3.08831, 5.27143], [-8.28322, -4.41186, 2.24849], [-7.36212, -5.59987, 3.16389], [-5.24612, -4.75333, 2.19610], [-6.37655, -5.09532, 0.90932], [-5.24420, -2.87161, 0.58502], [-6.99779, -2.74131, 0.69835], [-4.48741, -1.46307, 3.93329], [-3.82735, -1.78662, 2.32343], [-4.30878, -3.12241, 3.35138], [-7.00783, -0.42486, 1.32479], [-5.24071, -0.35352, 1.21047], [-6.06494, 0.16092, 2.69473], [-8.55424, -2.88035, 5.51238], [-8.68286, -4.61307, 5.16211], [-9.41328, -3.42101, 4.06988]], "forces_ev_per_a": [[0.026, 0.004, 0.039], [0.118, -0.005, -0.100], [-0.052, 0.065, 0.057], [-0.032, 0.064, 0.025], [-0.059, 0.086, 0.162], [0.276, 0.063, -0.199], [0.044, -0.049, 0.000], [-0.098, -0.042, -0.139], [0.010, 0.012, 0.033], [0.111, 0.052, -0.018], [-0.051, 0.069, -0.025], [-0.052, 0.039, 0.035], [0.050, 0.022, -0.018], [-0.013, -0.033, -0.069], [0.036, 0.021, 0.031], [-0.161, -0.028, -0.043], [-0.083, -0.022, -0.034], [0.013, 0.098, 0.041], [0.101, -0.023, -0.050], [-0.106, -0.113, -0.043], [0.077, -0.067, 0.081], [-0.088, -0.014, -0.005], [0.041, -0.050, 0.130], [-0.144, -0.060, -0.016], [-0.042, 0.015, 0.007], [0.024, -0.055, 0.008], [-0.019, -0.022, 0.046], [0.029, 0.019, 0.000], [0.027, 0.018, 0.015], [-0.010, -0.016, 0.027], [0.026, 0.001, 0.028], [-0.018, 0.025, 0.002], [-0.162, 0.019, -0.030], [0.054, -0.062, 0.066], [-0.006, 0.023, 0.010], [0.041, 0.023, -0.049], [-0.124, -0.058, 0.070], [0.257, -0.207, -0.200], [-0.008, 0.211, 0.128], [-0.034, -0.005, 0.037], [0.041, 0.030, -0.034], [0.016, 0.014, 0.015], [0.067, -0.018, -0.003], [-0.023, 0.029, -0.020], [-0.045, -0.030, 0.029], [-0.038, 0.006, -0.002], [0.022, -0.017, -0.024], [-0.019, 0.000, 0.004], [0.022, 0.021, 0.010], [0.024, -0.026, -0.013], [-0.037, -0.006, 0.018], [0.001, 0.009, -0.009], [-0.002, 0.001, -0.002], [-0.003, 0.003, -0.010], [-0.005, -0.019, 0.006], [-0.007, -0.011, 0.005], [0.002, 0.005, 0.005], [0.002, 0.009, 0.008], [-0.009, -0.006, -0.013], [-0.015, -0.008, -0.021], [0.015, 0.020, 0.017], [-0.009, 0.136, 0.019], [-0.035, -0.091, 0.023], [0.013, 0.012, 0.016], [0.039, -0.014, -0.061], [-0.091, 0.045, 0.107], [-0.116, -0.120, -0.275], [0.193, -0.023, 0.149], [-0.023, 0.006, 0.027], [0.044, -0.012, -0.048], [0.013, -0.025, 0.011], [0.000, -0.061, -0.034], [0.021, 0.035, -0.005], [-0.040, 0.017, 0.042], [-0.002, 0.037, 0.015], [-0.010, -0.011, -0.032], [-0.003, 0.017, 0.013], [0.025, -0.019, 0.001], [-0.017, -0.018, -0.023], [-0.016, 0.021, 0.032], [0.001, 0.017, -0.016], [0.044, -0.007, 0.041], [-0.006, 0.009, -0.011], [-0.022, -0.002, 0.009], [-0.014, -0.001, 0.003], [0.006, -0.002, 0.004], [0.009, -0.004, 0.007], [-0.008, 0.012, -0.009], [-0.005, 0.025, -0.012]]}

Entry 2:
{"formula": "C5H3Cl2F2NO2", "method": "ωB97M-V/def2-TZVPD", "homo_lumo_gap_ev": [8.2, 7.4], "multiplicity": 1, "charge": 0, "e_lumo_ev": [-1.16, -1.65], "species": ["C", "C", "C", "C", "C", "N", "O", "O", "F", "F", "Cl", "Cl", "H", "H", "H"], "coordinates": [[-1.65993, 2.05258, 1.20698], [0.18976, -0.88219, -0.37814], [2.45697, -0.48438, -0.28354], [-1.54560, 1.81459, -0.10696], [-0.92839, -1.44701, 0.33630], [-1.67987, 2.43834, 2.32386], [0.03193, -0.71322, -1.57450], [1.21154, -0.73077, 0.33627], [-0.32730, 2.00326, -0.67556], [-0.84206, -1.82815, 1.61013], [-2.60821, 1.04342, -1.24535], [-2.37971, -1.97144, -0.47152], [2.24820, -0.64963, -1.26323], [3.26748, -1.12946, 0.05941], [2.56519, 0.48407, 0.12585]], "forces_ev_per_a": [[-0.425, 1.284, 3.487], [-3.331, -1.300, -2.535], [0.227, 0.164, 2.383], [0.749, -1.268, -3.762], [-1.884, -0.819, 0.678], [-0.056, -0.885, -1.812], [0.825, 0.342, -0.119], [1.708, -0.997, 3.262], [-0.805, 0.163, 0.687], [0.035, 0.290, -0.653], [0.424, 1.234, 1.299], [1.327, 0.115, 0.844], [0.312, 0.434, -3.253], [-0.490, -0.234, 0.329], [1.387, 1.477, -0.835]]}

Entry 3:
{"formula": "C8H11N4S", "method": "ωB97M-V/def2-TZVPD", "homo_lumo_gap_ev": 8.8, "multiplicity": 1, "charge": 1, "e_lumo_ev": -3.12, "species": ["C", "C", "C", "C", "C", "C", "C", "C", "N", "N", "N", "N", "S", "H", "H", "H", "H", "H", "H", "H", "H", "H", "H", "H"], "coordinates": [[-3.40208, 1.07491, -0.00223], [-2.91379, -0.22196, 0.02104], [-1.05176, 0.91151, 0.24929], [1.13385, 2.31113, -0.47059], [2.44828, -0.01172, 0.16556], [3.11577, 1.30760, 0.18230], [0.36948, 1.22368, 0.50559], [-3.67722, -1.40778, -0.29761], [-1.57692, -0.26849, 0.10823], [2.35770, 2.32775, -0.57418], [1.13828, -0.00734, 0.37222], [3.13833, -1.05614, -0.00083], [-2.21641, 2.22291, 0.37208], [-4.46264, 1.27784, 0.02470], [0.52995, 3.10476, -0.88121], [2.83393, 1.56710, 1.27212], [4.23319, 1.31706, -0.01737], [0.49280, 1.75964, 1.52542], [-4.23205, -1.38817, -1.32258], [-3.02859, -2.24828, -0.45921], [-4.57033, -1.57693, 0.24487], [0.63192, -0.79042, 0.12858], [4.12341, -0.99939, 0.05631], [2.84601, -2.01050, 0.20816]], "forces_ev_per_a": [[-0.861, -1.179, 1.182], [-0.806, 2.434, -1.179], [-1.111, 1.284, 0.651], [-2.964, -1.157, 1.571], [-2.033, 2.759, 0.310], [-0.586, 1.084, 1.697], [2.148, 1.717, -0.388], [-1.609, -0.969, -3.298], [2.118, 0.129, 0.144], [2.391, -0.471, -0.314], [1.862, 1.859, 0.411], [1.342, -3.960, 0.026], [0.626, -0.965, -0.656], [0.094, 0.375, -0.238], [-0.238, 0.074, -0.371], [1.354, 0.031, -1.079], [-1.617, -0.015, 0.253], [-0.065, -1.249, -1.187], [1.333, 0.680, 1.123], [0.107, -0.616, 0.685], [-0.336, -0.481, 1.546], [-1.682, -2.192, -0.306], [1.068, 0.385, -0.326], [-0.533, 0.442, -0.257]]}

Entry 4:
{"formula": "C3H10N4", "method": "ωB97M-V/def2-TZVPD", "homo_lumo_gap_ev": 9.9, "multiplicity": 1, "charge": 0, "e_lumo_ev": 1.00, "species": ["C", "N", "H", "H", "H", "H", "H", "C", "N", "C", "N", "N", "H", "H", "H", "H", "H"], "coordinates": [[1.51416, -1.35697, -0.89786], [0.71695, -0.14662, -0.99223], [0.82192, 0.35060, -1.86696], [-1.28825, -0.75799, -0.58318], [1.56197, -1.81914, -1.88158], [1.03778, -2.05168, -0.20415], [2.53494, -1.16900, -0.55018], [0.71201, 0.77189, 0.05535], [0.81079, 0.22739, 1.32634], [-2.61908, 0.31045, 0.42858], [-1.87415, -0.68435, 0.30498], [0.61297, 2.00283, -0.24683], [0.41702, -0.69435, 1.44215], [0.52864, 0.85617, 2.06374], [0.44345, 2.60875, 0.54951], [-3.19088, 0.42645, 1.34596], [-2.74024, 1.12555, -0.29365]], "forces_ev_per_a": [[0.075, -0.046, 0.206], [0.325, 0.090, -0.098], [-0.013, 0.036, 0.143], [-1.227, 0.647, 1.269], [-0.066, -0.065, 0.054], [0.089, -0.145, -0.105], [-0.023, -0.015, -0.022], [-0.072, -0.026, 0.079], [0.143, 0.004, -0.122], [-0.239, 0.740, -0.242], [1.099, -1.284, -0.952], [-0.214, 0.417, -0.165], [-0.110, 0.027, -0.031], [0.058, -0.053, -0.103], [0.171, -0.126, 0.091], [-0.097, -0.059, 0.138], [0.102, -0.141, -0.140]]}

Q: Which formula does entry 4 have?
A: C3H10N4